1.
The following is a quantum chemistry calculation of a molecular structure, C8H22AlF4N4O10S4 at a distorted geometry, from OMol25.

Geometry (Å):
Al1 0.543752 -0.135338 -2.208924
N1 3.213862 -5.176898 -3.792014
S1 2.992192 -6.576238 -4.039954
O1 3.269152 -7.430958 -2.878244
O2 3.182412 -7.148338 -5.415744
F1 1.354202 -6.580498 -4.065364
S2 4.939352 -5.455658 -4.118294
O3 5.412422 -5.027668 -5.460924
O4 5.646892 -6.496128 -3.388944
F2 5.305562 -4.173978 -3.245444
N2 1.185012 -0.043908 3.704116
S3 2.133902 -0.775658 4.604746
O5 1.762912 -2.119668 5.082626
O6 3.201592 -0.036208 5.238446
F3 2.952082 -1.324088 3.346616
S4 0.153172 0.596082 4.906706
O7 0.022682 2.041612 4.999836
O8 -0.064608 -0.176078 6.108686
F4 -1.221248 0.261562 4.205926
C1 1.501562 7.455982 0.603226
C2 1.782142 6.188752 -0.267294
C3 3.149122 5.602482 0.143326
O9 3.567252 4.465932 -0.542044
C4 4.977562 4.103042 -0.214704
N3 0.647102 5.283992 -0.172804
H1 1.280632 7.240202 1.648556
H2 0.653012 8.001592 0.190476
H3 2.364512 8.119812 0.655636
H4 1.817442 6.540152 -1.298494
H5 3.117922 5.423402 1.218056
H6 3.767702 6.491392 0.019626
H7 5.694362 4.730452 -0.744474
H8 5.264972 3.111342 -0.564034
H9 5.222352 4.098112 0.847436
H10 0.469612 5.300992 0.821326
H11 -0.197058 5.747032 -0.477914
C5 -7.247948 -1.701648 -0.744084
C6 -5.748678 -1.617418 -0.524194
C7 -5.225928 -2.954428 0.010586
O10 -3.875588 -2.913728 0.147096
C8 -3.438298 -3.956498 0.927096
N4 -5.141528 -1.275938 -1.734994
H12 -7.657308 -0.731808 -1.026804
H13 -7.677008 -2.110338 0.170796
H14 -7.434918 -2.279398 -1.649254
H15 -5.447368 -0.740638 0.049016
H16 -5.523918 -3.602858 -0.813334
H17 -5.752928 -3.210198 0.929796
H18 -3.704608 -3.794698 1.971606
H19 -2.368078 -3.871558 0.738606
H20 -3.705858 -4.952118 0.573176
H21 -5.673788 -0.473688 -2.040284
H22 -5.441728 -1.939658 -2.434604

Forces on the atoms, in the same order (eV/Å):
0.007 0.043 0.074
4.183 5.162 -0.137
-8.486 -11.969 -2.495
-0.242 1.017 -1.772
0.955 1.612 3.514
1.441 0.389 0.427
6.943 4.616 -0.798
-2.415 -1.658 3.244
-2.043 1.221 -1.718
-0.373 -0.332 -0.215
-4.477 3.330 1.362
7.692 -7.012 -0.533
-0.606 2.768 0.636
-2.068 0.116 0.753
0.421 0.207 -0.574
-5.585 2.347 1.144
1.979 -2.004 -0.658
2.216 0.499 -1.072
0.406 -0.254 -1.179
0.436 -0.128 -0.143
-0.019 0.707 -0.306
-0.979 1.005 0.475
1.958 -0.932 0.092
-0.612 0.233 -0.582
0.058 -0.069 0.901
-0.136 -0.426 0.016
0.070 0.027 -0.014
0.025 0.119 -0.315
0.322 -0.143 -0.148
-0.011 -0.238 0.352
0.823 -0.235 -0.216
-0.278 0.594 0.095
-0.932 -0.212 -0.201
-0.504 0.374 0.160
-0.141 -0.940 0.598
-0.104 0.156 -0.771
-0.053 0.173 0.277
-0.052 0.303 1.465
-1.869 1.607 -1.126
-0.007 0.683 -0.440
2.139 -0.405 0.075
0.502 0.209 -2.535
-0.071 0.185 0.576
-0.674 0.040 -0.347
-0.135 -0.680 0.330
-0.438 -0.355 1.219
-0.042 -0.939 0.091
0.034 -0.226 0.121
0.069 -0.250 0.167
0.310 -0.462 0.915
-0.562 -0.030 -0.025
0.493 0.832 -0.285
0.433 -0.678 -0.477

## Properties
- 2S+1: 1
- Total charge: +1
- HOMO: -11.919 eV

=====

2.
The following is a quantum chemistry calculation of a molecular structure, C8H22Cl2FN2O2Pd at a distorted geometry, from OMol25.

Geometry (Å):
Pd1 -1.245235 0.650180 -1.837066
Cl1 -2.257049 -1.057099 -3.378568
Cl2 -3.369369 1.514635 -0.748497
F1 -0.828846 2.191938 -3.175171
C1 -3.071017 -1.757140 1.502828
C2 -1.799420 -0.995077 1.148969
C3 -0.700946 -1.163266 2.149882
O1 0.354116 -0.267622 1.896685
C4 1.277107 -0.202639 2.948442
N1 -1.363291 -1.210644 -0.256867
H1 -2.939720 -2.818070 1.270668
H2 -3.918095 -1.322445 0.977336
H3 -3.298763 -1.652597 2.569701
H4 -2.098845 0.064492 1.130120
H5 -0.353747 -2.214968 2.178013
H6 -1.121170 -0.983973 3.152706
H7 0.908184 0.439188 3.762012
H8 2.201210 0.244222 2.579245
H9 1.512272 -1.189361 3.363373
H10 -2.200053 -1.457370 -0.799979
H11 -0.877335 -2.111760 -0.328508
C5 2.293088 2.677936 -0.203605
C6 1.284878 1.841371 -0.996320
C7 1.776402 0.447294 -1.308158
O2 0.933669 -0.122073 -2.312945
C8 1.375311 -1.365844 -2.752200
N2 -0.031009 1.764233 -0.323952
H12 3.273484 2.701356 -0.685934
H13 2.409256 2.307652 0.818789
H14 1.922643 3.703753 -0.178005
H15 1.102950 2.325433 -1.963498
H16 1.738105 -0.192829 -0.412057
H17 2.801727 0.488496 -1.696459
H18 2.308335 -1.282333 -3.337680
H19 0.582047 -1.801464 -3.354379
H20 1.659439 -2.035323 -1.921196
H21 0.057740 1.163138 0.497445
H22 -0.298067 2.678566 0.024836

Forces on the atoms, in the same order (eV/Å):
-0.858 0.074 -0.157
0.128 -0.151 0.098
0.188 -0.156 0.114
0.187 0.066 0.134
0.393 -0.159 0.446
-0.726 1.295 -1.026
-0.328 -0.597 0.532
0.239 -0.201 -0.150
0.219 0.272 0.326
-0.492 -1.281 0.369
-0.269 -0.015 -0.005
0.063 -0.158 -0.320
0.074 -0.094 -0.016
0.149 -0.072 0.276
0.245 0.186 -0.171
0.041 0.158 -0.091
-0.066 -0.151 -0.022
-0.046 -0.036 -0.111
-0.044 -0.032 -0.090
0.022 0.551 -0.083
0.372 0.364 0.080
-0.106 -0.174 -0.193
-0.091 0.526 -0.114
-0.242 -0.283 -0.270
0.477 0.612 0.561
0.631 -0.668 -0.150
0.920 -0.184 0.270
-0.014 -0.058 0.003
0.016 0.028 0.009
0.050 0.016 0.189
-0.093 -0.029 0.057
0.128 0.021 -0.041
0.028 0.000 0.096
-0.260 0.209 -0.128
-0.030 -0.027 0.025
-0.436 0.076 0.070
-0.094 0.058 -0.117
-0.374 0.015 -0.400

## Properties
- 2S+1: 3
- Total charge: -1
- HOMO (alpha / beta): -3.996 / -4.873 eV

=====

3.
The following is a quantum chemistry calculation of a molecular structure, C8H22ClMnSiYb at a distorted geometry, from OMol25.

Geometry (Å):
Mn1 0.156159 -1.993407 1.105314
Cl1 1.672541 -2.090203 2.812818
C1 1.217839 -2.414411 -0.676089
H1 1.138965 -1.917386 -1.669619
H2 1.455391 -3.459149 -0.887769
H3 2.116228 -1.960580 -0.262281
Yb1 -0.905821 -1.223028 -1.601985
C2 -3.225272 -0.987858 -1.178983
C3 -1.212510 -3.205944 0.460365
C4 0.119472 1.002496 -1.510403
H4 -0.631563 -4.144260 0.621550
H5 -2.007382 -3.293911 1.232536
H6 -1.636008 -3.019848 -0.564377
H7 -3.412197 -0.097553 -1.791846
H8 -3.989849 -1.737805 -1.416928
H9 -3.340977 -0.720519 -0.121581
H10 1.003087 0.752069 -2.107661
H11 -0.813766 1.284455 -2.037967
C5 0.145293 2.980557 -0.710035
Si1 0.603885 1.445868 0.341988
C6 2.426442 1.046948 0.147611
C7 0.748551 2.463830 2.006673
C8 -0.544276 -0.049233 0.864594
H12 0.755927 3.841545 -0.443634
H13 -0.898462 3.244720 -0.538935
H14 0.298901 2.871026 -1.799502
H15 3.016073 1.966057 0.155317
H16 2.852629 0.451270 0.954297
H17 2.662482 0.552685 -0.799556
H18 -0.208145 2.651311 2.524412
H19 1.427051 2.029582 2.762119
H20 1.157391 3.468012 1.793014
H21 -0.648455 0.002481 1.964669
H22 -1.499626 0.260182 0.371875

Forces on the atoms, in the same order (eV/Å):
0.952 0.929 -1.218
-0.125 -0.042 -0.070
-0.038 0.538 0.403
0.425 -0.309 0.054
-0.290 -0.059 0.081
0.319 0.118 0.028
0.111 0.841 1.128
0.365 -0.329 -0.114
-0.552 -0.225 0.658
-0.606 -3.382 -1.502
-0.204 0.376 -0.892
-0.110 0.480 -0.750
-0.176 -1.340 1.079
-0.342 0.203 0.019
0.119 0.117 -0.103
-0.118 0.062 -0.103
-0.305 0.664 -0.715
0.552 0.051 -0.304
0.127 1.892 -0.514
-0.122 -0.925 0.865
0.643 -0.078 -0.367
-0.062 0.286 0.503
0.317 0.328 0.546
0.239 0.263 0.402
-0.156 -0.046 -0.054
-0.184 0.672 0.487
-0.069 0.245 -0.020
-0.233 -0.198 0.141
0.028 -0.098 0.110
0.118 -0.146 -0.180
-0.237 -0.142 -0.264
-0.054 -0.288 -0.061
-0.634 -0.081 0.038
0.303 -0.377 0.689

## Properties
- 2S+1: 6
- Total charge: -1
- HOMO (alpha / beta): -1.847 / -4.472 eV

=====

> Which of these has the highest 2S+1?

C8H22ClMnSiYb